(1)
DFT (ωB97M-V/def2-TZVPD) results for a cluster of 2 separate species, CH6N4 in total in a non-equilibrium geometry.

```
11
Properties=species:S:1:pos:R:3:forces:R:3:lowdin_charge:R:1
C -0.9387 0.4758 0.1402 -0.079 0.258 -0.497 -0.390
N 0.5000 0.6795 0.0257 0.473 -0.509 0.178 -0.106
N -1.3760 -0.8567 -0.2116 0.056 0.019 0.020 -0.009
N 1.9040 -0.5571 0.8367 0.934 -0.265 -1.522 0.046
N 2.3949 -0.6613 -0.2015 -0.231 -0.225 1.644 -0.043
H 0.7241 1.6236 0.3557 -0.031 0.002 -0.256 0.056
H 1.5945 0.0481 -0.8304 -1.193 0.775 0.411 0.118
H -1.1280 -1.0781 -1.1695 -0.006 0.012 0.064 0.060
H -0.9429 -1.5482 0.3899 0.005 0.033 -0.047 0.056
H -1.2628 0.6817 1.1678 0.133 0.013 -0.064 0.109
H -1.4691 1.1927 -0.5031 -0.060 -0.114 0.067 0.103
```
Forces are in eV/Å.

Summary:
2S+1: 1
Frontier orbital gap (alpha / beta) in eV: 9.3068 / 9.2936
Charge: 0
ΔE to the lowest compared entry with this formula, charge and spin in kJ/mol: 279.51
HOMO energy (alpha / beta) in hartree: -0.32539 / -0.32499

(2)
DFT (ωB97M-V/def2-TZVPD) results for a cluster of 10 separate species, C28H49ClN2O19 in total in a non-equilibrium geometry.

```
99
Properties=species:S:1:pos:R:3:forces:R:3:lowdin_charge:R:1
O 0.2198 -2.0471 -4.1698 1.834 -0.799 -0.501 0.300
H -0.1516 -2.6127 -3.4888 -1.390 -0.533 0.947 0.103
H -0.1742 -1.1742 -4.2359 -1.343 1.705 0.044 0.086
H 0.1513 -2.4775 -5.0252 0.091 -0.266 -0.617 0.182
Cl 0.0020 -0.5354 -0.0366 -1.162 2.547 -1.021 0.701
O 0.6017 -1.1100 -1.2355 -0.337 -1.070 0.761 -0.120
O 0.4008 -1.3259 1.1075 0.370 -0.412 -0.386 -0.114
O 0.4282 0.8139 0.0075 0.085 -0.260 0.711 -0.250
O -1.4482 -0.5825 -0.0907 1.094 -0.683 -0.141 -0.208
O -1.8265 -3.2720 -2.8064 1.062 1.417 -0.611 0.015
C -2.1702 -3.9905 -1.8863 0.149 -2.760 -1.927 -0.575
N -2.3967 -3.5559 -0.6696 -0.128 0.345 1.605 0.199
C -2.2117 -5.5083 -2.1667 -0.093 0.632 0.610 0.018
H -1.9897 -2.6649 -0.4232 -0.516 0.047 0.082 0.067
H -2.7306 -4.1780 0.0526 0.230 0.122 -0.095 0.121
H -2.4393 -5.7463 -3.2058 -0.279 0.332 0.186 0.089
H -2.8525 -6.0488 -1.4701 0.009 -0.091 -0.128 0.080
H -1.1823 -5.8334 -2.0158 0.061 -0.134 0.187 0.090
O 2.1872 2.2785 5.1011 -1.271 -1.023 -0.114 0.028
C 1.1896 1.5657 4.8973 2.996 1.726 -1.259 -0.621
N 0.4567 1.0311 5.8325 -0.892 -0.728 1.574 0.184
C 0.8005 1.1961 3.5179 -1.021 0.541 -1.604 -0.015
H -0.4128 0.5874 5.5734 0.284 -0.026 0.679 0.106
H 0.8331 1.1196 6.7656 -0.669 -0.110 0.190 0.136
H 1.3736 0.3674 3.1020 0.135 0.062 0.214 0.074
H 0.8784 2.0645 2.8638 0.560 -0.049 0.057 0.063
H -0.2619 0.9760 3.4135 -0.181 -0.487 0.280 0.077
O -1.5635 -0.1193 -4.4696 0.147 1.626 0.344 0.067
C -1.7202 1.0717 -4.1909 1.123 -0.069 0.260 -0.379
O -1.5425 2.0681 -5.0732 0.854 -2.009 -0.978 0.052
C -1.8382 3.3690 -4.5860 -2.291 -0.803 1.380 -0.102
C -2.6541 2.9944 -3.3385 0.112 1.641 1.543 -0.165
C -2.0380 1.7458 -2.8509 -0.185 -1.934 -0.102 -0.099
H -2.5407 3.7727 -5.3152 0.810 0.695 -0.109 0.140
H -0.9710 3.9314 -4.2399 0.152 -0.055 -0.832 0.121
H -3.7191 2.7880 -3.4452 0.012 0.558 -0.548 0.130
H -2.4755 3.7100 -2.5359 -0.607 0.532 -0.229 0.120
H -2.7335 1.1738 -2.2368 0.054 -0.302 -0.193 0.122
H -1.1532 1.8904 -2.2310 0.397 0.034 -0.416 0.108
O 2.5819 -0.4259 -4.9351 1.193 0.670 1.110 0.078
C 3.4159 0.0635 -4.1816 -0.210 -1.675 -1.488 -0.456
O 4.7286 -0.3030 -4.1931 -1.124 0.192 -0.119 0.050
C 5.3247 0.2394 -3.0098 1.490 0.492 0.520 -0.154
C 4.5877 1.5346 -2.7121 -0.651 -0.307 0.926 -0.124
C 3.1909 1.0842 -3.1265 -0.178 1.010 -1.099 -0.084
H 6.3663 0.4907 -3.2099 0.011 -0.554 -0.130 0.135
H 5.2736 -0.5078 -2.2179 -0.016 0.082 0.015 0.112
H 5.0985 2.3846 -3.1645 -0.679 -0.067 -0.720 0.128
H 4.5021 1.8414 -1.6697 0.515 -0.419 0.283 0.099
H 2.5682 1.8214 -3.6333 -0.274 0.212 0.676 0.124
H 2.6873 0.5703 -2.3077 -0.220 0.286 0.126 0.118
O -7.1473 -1.9801 2.8762 1.189 0.368 -0.726 0.140
C -6.3524 -1.6626 2.0270 -1.210 -0.543 2.204 -0.443
O -5.0489 -1.2930 2.3610 -0.964 -0.553 0.263 -0.019
C -4.2799 -1.0805 1.1989 -1.310 0.324 -1.099 -0.173
C -5.4368 -0.7228 0.1384 2.021 0.134 -0.485 -0.118
C -6.6195 -1.5736 0.5654 1.071 0.477 -0.237 -0.072
H -3.6713 -1.9588 0.9836 -0.356 -0.339 -0.283 0.076
H -3.5464 -0.3000 1.4015 -0.383 0.382 -0.147 0.104
H -5.1542 -0.9235 -0.8951 0.219 0.004 0.027 0.105
H -5.5527 0.3578 0.2212 -0.520 -0.063 0.095 0.115
H -6.5256 -2.5578 0.1066 -0.079 -0.155 0.135 0.135
H -7.6169 -1.1954 0.3411 0.197 0.092 0.215 0.139
O -2.8397 -5.0162 5.4566 1.187 2.135 -1.223 0.115
C -2.3481 -4.0835 4.8307 -2.271 -2.033 0.353 -0.450
O -1.0742 -3.7184 4.9449 1.068 -0.168 1.124 0.038
C -0.6824 -2.6082 4.1414 -0.332 -1.094 -0.874 -0.143
C -1.7690 -2.5751 3.0750 -1.128 1.405 0.870 -0.171
C -3.0183 -3.2091 3.7664 1.046 -0.072 -1.188 -0.045
H 0.2365 -2.9132 3.6407 0.354 0.357 0.486 0.124
H -0.5560 -1.7189 4.7590 -0.064 -0.034 -0.082 0.115
H -1.4601 -3.1570 2.2066 -0.079 0.029 0.030 0.099
H -2.0217 -1.5523 2.7957 0.262 0.031 -0.362 0.090
H -3.4898 -3.7151 2.9239 -0.416 -0.814 0.710 0.114
H -3.7939 -2.5443 4.1466 0.436 0.192 0.242 0.125
O 1.0177 3.6732 -2.6765 0.023 0.529 3.144 0.070
C 1.3358 3.9729 -1.5192 0.848 0.563 -2.041 -0.397
O 2.6795 4.1600 -1.2519 -1.042 -0.597 0.731 0.005
C 2.9326 4.3364 0.1633 -1.146 0.435 0.579 -0.127
C 1.5612 4.2682 0.9139 -0.240 -0.522 -1.336 -0.109
C 0.4856 4.3309 -0.2618 1.971 -0.854 0.246 -0.030
H 3.3806 5.3148 0.3368 0.247 -0.170 -0.311 0.128
H 3.5527 3.5390 0.5729 0.348 0.119 -0.542 0.098
H 1.4993 4.9954 1.7235 -0.254 0.240 -0.417 0.118
H 1.5008 3.2969 1.4048 -0.130 -0.022 -0.142 0.063
H 0.0785 5.3338 -0.3905 -0.284 -0.262 -0.088 0.127
H -0.2363 3.5194 -0.1707 -0.407 0.519 0.127 0.096
O 6.8256 -0.4012 -0.0426 -2.385 -0.211 0.392 0.110
C 5.7924 -0.1482 0.5656 3.464 -0.860 -1.024 -0.484
O 4.5829 -0.6627 0.3109 -0.113 -0.908 -1.254 0.045
C 3.5850 -0.1212 1.1552 -0.262 -0.469 -0.211 -0.173
C 4.3118 0.8494 2.0010 -1.168 1.754 2.753 -0.171
C 5.7561 0.8217 1.6674 -0.051 0.626 -0.189 -0.065
H 3.1531 -0.9084 1.7731 -0.053 -0.282 -0.265 0.123
H 2.7914 0.3506 0.5758 0.144 -0.142 -0.302 0.097
H 4.1977 0.5539 3.0439 -0.122 0.161 0.100 0.125
H 3.8420 1.8318 1.9529 0.177 0.118 -0.043 0.104
H 6.3638 0.5490 2.5302 0.261 0.015 -0.427 0.147
H 6.1285 1.7201 1.1751 0.126 0.280 0.530 0.142
```
Forces are in eV/Å.

Summary:
2S+1: 2
Frontier orbital gap (alpha / beta) in eV: 9.6348 / 2.5733
Charge: +1
<S²>: 0.76
HOMO energy (alpha / beta) in hartree: -0.45031 / -0.44836

(3)
DFT (ωB97M-V/def2-TZVPD) results for an isolated molecule of C17H17BrN2O4 in a non-equilibrium geometry.

```
41
Properties=species:S:1:pos:R:3:forces:R:3:lowdin_charge:R:1
C -0.7238 0.6421 -4.0031 0.006 0.181 -0.413 -0.077
O -1.0469 0.2181 -2.6934 -0.048 -0.238 0.198 -0.077
C -0.1745 -0.5492 -1.9907 0.232 -0.127 0.144 -0.195
C -0.4359 -0.6320 -0.6270 0.182 -0.195 0.054 0.053
C 0.3741 -1.3565 0.2359 -0.005 0.073 -1.030 -0.202
C 0.1371 -1.3331 1.6598 -0.155 0.023 0.993 -0.080
N -0.7514 -0.5779 2.1716 -0.004 -0.238 -0.777 0.062
N -0.8854 -0.5180 3.5034 0.660 -0.837 0.745 0.052
C -1.6470 0.4171 4.1444 -0.245 0.162 -0.169 -0.478
O -1.6581 0.4631 5.3545 -0.016 0.046 0.162 0.068
C -2.4685 1.3295 3.2549 -0.023 0.067 0.108 -0.051
C -1.7101 1.9123 2.0969 -0.058 0.366 -0.188 -0.250
C -0.4096 2.3782 2.2584 -0.216 0.074 -0.034 -0.037
C 0.3075 2.8637 1.1815 0.053 0.023 -0.057 -0.113
C -0.2949 2.9056 -0.0635 0.046 0.056 -0.189 -0.679
Br 0.7060 3.5034 -1.5666 -0.056 -0.026 0.077 0.738
C -1.6058 2.5057 -0.2404 0.091 0.112 -0.041 -0.137
C -2.3041 2.0066 0.8446 0.065 0.135 0.184 -0.050
C 1.4692 -2.0574 -0.2778 -0.021 0.002 0.091 0.018
C 1.7297 -2.0035 -1.6309 -0.055 0.078 -0.188 -0.193
O 2.7689 -2.6484 -2.2654 -0.514 0.401 -0.110 -0.098
C 3.6426 -3.4280 -1.4878 0.219 -0.180 0.123 -0.078
C 0.9214 -1.2524 -2.5059 0.172 -0.130 0.150 -0.154
O 1.2363 -1.2508 -3.8330 -0.008 -0.012 -0.039 0.066
H -0.7018 -0.1917 -4.7064 -0.018 0.096 0.063 0.090
H 0.2361 1.1625 -4.0255 -0.050 -0.028 0.006 0.085
H -1.5167 1.3350 -4.2826 0.064 -0.015 0.003 0.094
H -1.2845 -0.1023 -0.2324 -0.090 0.096 -0.008 0.107
H 0.7899 -1.9541 2.2872 -0.041 0.062 0.031 0.128
H -0.3047 -1.1131 4.1029 -0.205 0.279 -0.143 0.163
H -2.8606 2.1251 3.8945 0.019 -0.174 0.018 0.134
H -3.3141 0.7478 2.8806 -0.020 0.024 0.022 0.130
H 0.0552 2.3423 3.2331 0.088 -0.032 0.117 0.123
H 1.3258 3.1997 1.3058 0.063 0.019 -0.009 0.101
H -2.0641 2.5512 -1.2159 -0.012 -0.011 -0.080 0.104
H -3.3208 1.6699 0.7052 -0.115 -0.079 -0.002 0.119
H 2.1006 -2.6222 0.3889 0.108 -0.078 0.060 0.105
H 4.1608 -2.8210 -0.7393 -0.035 -0.020 -0.022 0.099
H 4.3704 -3.8385 -2.1859 -0.021 -0.004 0.104 0.096
H 3.1128 -4.2474 -0.9926 0.012 0.044 -0.011 0.099
H 2.0390 -1.7814 -3.9381 -0.048 0.006 0.056 0.112
```
Forces are in eV/Å.

Summary:
2S+1: 1
Frontier orbital gap in eV: 8.3530
Charge: 0
SMILES: COc1cc(/C=N/NC(=O)Cc2ccc(Br)cc2)cc(OC)c1O
ΔE to the lowest compared entry with this formula, charge and spin in kJ/mol: 86.17
HOMO energy in hartree: -0.29098